Version one
{
  "formula": "BrH2NOS2",
  "method": "ωB97M-V/def2-TZVPD",
  "gap_ev": [7.36, 7.36],
  "smiles": "O=[S@@H](=S)NBr",
  "homo_energy_ev": [-10.02, -10.01],
  "symbols": ["N", "O", "S", "S", "Br", "H", "H"],
  "coordinates": [[-0.73, -0.64, 0.12], [0.69, 1.49, -0.03], [1.91, -1.15, 0.64], [0.73, 0.08, -0.29], [-2.32, 1.09, 0.20], [-0.85, -0.71, 1.20], [0.58, -0.17, -1.85]],
  "mulliken_charge": [-0.5265, -0.4613, -0.2422, 0.6219, -0.0129, 0.3864, 0.2347]
}

---

Version two
{
  "formula": "BrH2NOS2",
  "method": "ωB97M-V/def2-TZVPD",
  "gap_ev": 9.65,
  "homo_energy_ev": -9.99,
  "symbols": ["N", "O", "S", "S", "Br", "H", "H"],
  "coordinates": [[-0.60, -0.15, 0.79], [-0.49, 1.05, -1.41], [1.83, 1.35, 0.32], [0.36, 0.43, -0.46], [-1.77, -1.44, 0.20], [-0.08, -0.45, 1.61], [0.75, -0.79, -1.05]],
  "mulliken_charge": [-0.3850, -0.4966, -0.2973, 0.6179, 0.0379, 0.3321, 0.1910]
}

---

Which one sits at the top of the stability order? version two does.

---

Version one
{
  "formula": "CH2O3S",
  "method": "ωB97M-V/def2-TZVPD",
  "gap_ev": [7.95, 7.94],
  "homo_energy_ev": [-9.59, -9.63],
  "symbols": ["C", "O", "O", "O", "S", "H", "H"],
  "coordinates": [[0.38, -0.08, 0.55], [-1.79, 1.45, -0.04], [-1.78, -1.09, -0.34], [1.09, -1.01, 0.02], [-1.09, 0.21, -0.33], [1.21, 1.25, 0.48], [1.97, -0.73, -0.34]],
  "mulliken_charge": [-0.0483, -0.4850, -0.4817, -0.3575, 0.8069, 0.1742, 0.3913]
}

---

Version two
{
  "formula": "CH2O3S",
  "method": "ωB97M-V/def2-TZVPD",
  "gap_ev": [8.35, 8.35],
  "homo_energy_ev": [-9.34, -9.34],
  "symbols": ["C", "O", "O", "O", "S", "H", "H"],
  "coordinates": [[-0.37, -0.16, 0.25], [-3.23, 0.20, 0.59], [-0.83, -1.41, -0.17], [0.59, 0.47, -0.48], [-2.29, 0.12, -0.48], [-0.26, -0.19, 1.28], [0.93, 0.01, -1.17]],
  "mulliken_charge": [0.1970, -0.3946, -0.5265, -0.4265, 0.4595, 0.3831, 0.3079]
}

---

Version three
{
  "formula": "CH2O3S",
  "method": "ωB97M-V/def2-TZVPD",
  "gap_ev": [7.79, 7.72],
  "smiles": "O=CO.O=S",
  "homo_energy_ev": [-9.28, -9.24],
  "symbols": ["C", "O", "O", "O", "S", "H", "H"],
  "coordinates": [[0.42, 0.26, -1.14], [0.83, 1.01, -0.27], [-1.34, -0.42, 2.08], [0.08, -0.98, -0.86], [-0.55, 0.82, 2.31], [0.50, 0.35, -2.24], [0.06, -1.04, 0.12]],
  "mulliken_charge": [0.2710, -0.4971, -0.3563, -0.3757, 0.3395, 0.3156, 0.3029]
}

---

Which one sits at the top of the stability order? version three does.

---

Version one
{
  "formula": "CH5N2P",
  "method": "ωB97M-V/def2-TZVPD",
  "gap_ev": 9.90,
  "smiles": "[H]/N=P/NC",
  "homo_energy_ev": -9.14,
  "symbols": ["C", "N", "N", "P", "H", "H", "H", "H", "H"],
  "coordinates": [[-1.44, -0.29, 0.09], [2.32, 0.57, -0.19], [-0.10, 0.10, -0.15], [1.30, -0.27, 0.64], [-1.45, -1.33, 0.06], [-1.75, 0.10, 1.04], [-2.22, -0.01, -0.52], [3.30, 0.45, 0.07], [0.04, 0.67, -1.02]],
  "mulliken_charge": [-0.8433, -0.5553, -0.2334, 0.0568, 0.3163, 0.2840, 0.3698, 0.2358, 0.3692]
}

---

Version two
{
  "formula": "CH5N2P",
  "method": "ωB97M-V/def2-TZVPD",
  "gap_ev": 9.75,
  "smiles": "[H]/N=P/NC",
  "homo_energy_ev": -9.16,
  "symbols": ["C", "N", "N", "P", "H", "H", "H", "H", "H"],
  "coordinates": [[-0.97, -0.50, -0.18], [2.69, 0.42, -0.41], [0.26, 0.18, -0.21], [1.68, -0.45, 0.39], [-0.74, -1.20, 0.69], [-1.76, 0.11, 0.31], [-1.32, -1.07, -1.16], [3.65, -0.01, -0.36], [0.39, 0.82, -1.03]],
  "mulliken_charge": [-0.6251, -0.5349, -0.2630, 0.1484, 0.2161, 0.2661, 0.2225, 0.2411, 0.3288]
}

---

Which one sits at the top of the stability order? version one does.

---

Version one
{
  "formula": "C8H12N2S",
  "method": "ωB97M-V/def2-TZVPD",
  "gap_ev": [7.03, 6.99],
  "homo_energy_ev": [-7.53, -7.52],
  "symbols": ["C", "C", "C", "C", "C", "C", "C", "C", "N", "N", "S", "H", "H", "H", "H", "H", "H", "H", "H", "H", "H", "H", "H"],
  "coordinates": [[1.03, -1.35, -0.23], [1.49, 1.01, -0.38], [2.28, -1.89, -0.37], [0.62, 0.09, -0.13], [4.47, -2.17, -0.21], [-2.69, 1.93, 0.56], [-0.78, 0.36, 0.40], [-1.37, 1.60, -0.10], [3.69, -0.03, -0.72], [3.51, -1.27, -0.43], [-1.60, 1.51, -1.94], [0.09, -1.87, -0.35], [1.59, 2.09, -0.65], [2.21, -2.97, -0.71], [5.45, -1.95, -0.53], [4.24, -3.13, 0.05], [-2.54, 2.35, 1.51], [-3.53, 1.10, 0.61], [-3.26, 2.86, 0.12], [-1.41, -0.46, 0.23], [-0.70, 0.39, 1.59], [-0.54, 2.32, 0.12], [-0.32, 1.24, -2.23]],
  "mulliken_charge": [-0.8477, -0.4634, -0.0506, 0.7307, -0.5131, -1.3500, -0.8875, 0.3055, -0.9566, 0.7055, -0.2287, 0.2666, 0.3408, 0.2601, 0.2849, 0.2429, 0.4319, 0.2851, 0.3394, 0.4563, 0.2883, 0.1921, 0.1676]
}

---

Version two
{
  "formula": "C8H12N2S",
  "method": "ωB97M-V/def2-TZVPD",
  "gap_ev": [7.13, 7.18],
  "homo_energy_ev": [-6.57, -6.71],
  "symbols": ["C", "C", "C", "C", "C", "C", "C", "C", "N", "N", "S", "H", "H", "H", "H", "H", "H", "H", "H", "H", "H", "H", "H"],
  "coordinates": [[0.79, 1.08, -1.36], [0.31, 0.38, 2.27], [1.17, 0.27, -0.43], [-0.27, 1.09, -2.41], [-1.23, -0.07, -2.05], [-2.27, 0.13, -0.96], [-1.66, -0.29, 0.26], [2.14, -1.31, 2.65], [1.56, -0.53, 0.41], [1.28, -0.42, 1.73], [-1.19, 0.71, 1.53], [1.57, 1.86, -1.42], [0.32, 0.33, 3.39], [-0.76, 2.01, -2.49], [0.19, 0.98, -3.37], [-1.69, -0.37, -2.99], [-0.56, -0.92, -1.70], [-2.59, 1.11, -0.90], [-3.13, -0.54, -1.25], [-1.01, -1.20, 0.18], [2.95, -1.71, 2.11], [1.62, -1.95, 3.33], [2.47, -0.64, 3.46]],
  "mulliken_charge": [-0.7366, -0.1718, 0.4858, -0.7194, -0.9126, -0.2351, -0.7838, -1.0087, -0.7205, 0.5743, -0.1141, 0.3031, 0.3108, 0.3866, 0.3680, 0.4543, 0.3264, 0.4146, 0.2336, 0.5041, 0.3324, 0.3636, 0.3450]
}

---

Which one sits at the top of the stability order? version two does.

---

Version one
{
  "formula": "C12H16N2O",
  "method": "ωB97M-V/def2-TZVPD",
  "gap_ev": 8.43,
  "smiles": "Cc1c[nH]c2ccccc12.CCC(N)=O",
  "homo_energy_ev": -7.78,
  "symbols": ["C", "C", "C", "C", "C", "C", "C", "C", "C", "N", "H", "H", "H", "H", "H", "H", "H", "H", "H", "C", "C", "C", "O", "N", "H", "H", "H", "H", "H", "H", "H"],
  "coordinates": [[-2.77, 0.12, 1.03], [-1.12, -0.09, -1.01], [-1.63, 0.56, 0.17], [-0.09, 0.72, -1.56], [-0.91, 1.71, 0.26], [-1.46, -1.26, -1.71], [0.57, 0.47, -2.74], [-0.73, -1.60, -2.85], [0.19, -0.70, -3.40], [0.01, 1.85, -0.75], [-2.21, -1.87, -1.23], [-3.66, 0.59, 0.62], [-2.52, 0.46, 2.04], [-0.84, 2.41, 1.07], [0.45, 2.72, -1.01], [1.23, 1.13, -3.27], [-0.99, -2.59, -3.21], [0.46, -0.90, -4.43], [-2.92, -0.95, 1.14], [1.34, -0.76, 1.90], [1.81, -1.66, 0.81], [1.91, 0.63, 1.95], [3.01, 0.81, 1.43], [1.24, 1.65, 2.53], [0.24, -0.66, 1.82], [1.48, -1.15, 2.91], [2.89, -1.83, 0.87], [1.54, -1.25, -0.16], [1.52, 2.61, 2.65], [0.47, 1.53, 3.18], [1.48, -2.70, 0.97]],
  "mulliken_charge": [-1.5763, 1.3000, 0.1863, -0.0446, -0.6913, -0.3199, -0.9648, -0.7694, -0.4404, 0.0935, 0.3714, 0.3706, 0.3470, 0.4319, 0.2108, 0.4186, 0.3722, 0.3540, 0.3838, -0.0892, -1.0126, 0.4126, -0.6569, -0.3502, 0.0131, 0.4574, 0.3397, 0.0539, 0.2208, 0.2311, 0.3471]
}

---

Version two
{
  "formula": "C12H16N2O",
  "method": "ωB97M-V/def2-TZVPD",
  "gap_ev": 8.67,
  "smiles": "Cc1c[nH]c2ccccc12.CCC(N)=O",
  "homo_energy_ev": -7.99,
  "symbols": ["C", "C", "C", "C", "C", "C", "C", "C", "C", "N", "H", "H", "H", "H", "H", "H", "H", "H", "H", "C", "C", "C", "O", "N", "H", "H", "H", "H", "H", "H", "H"],
  "coordinates": [[0.07, -2.20, -2.10], [-2.93, -0.53, -0.60], [-1.54, -0.47, -0.90], [-1.28, -1.67, -1.66], [-2.46, -2.30, -1.85], [-2.70, 1.42, 0.72], [-3.47, 0.35, 0.32], [-1.40, 1.64, 0.24], [-0.84, 0.68, -0.59], [-3.50, -1.59, -1.27], [-3.13, 2.22, 1.31], [-4.43, 0.21, 0.81], [-0.79, 2.46, 0.60], [0.15, 0.82, -1.01], [-4.37, -2.01, -1.02], [-2.60, -3.27, -2.30], [0.83, -1.68, -1.52], [0.19, -2.07, -3.17], [0.04, -3.28, -1.95], [4.29, 0.78, 0.81], [4.68, -0.54, 1.45], [3.12, 1.45, 1.49], [3.12, 2.59, 1.90], [1.98, 0.71, 1.48], [5.19, 1.39, 0.70], [4.08, 0.72, -0.27], [5.46, -0.42, 2.20], [5.12, -1.19, 0.69], [1.21, 1.16, 1.95], [1.86, -0.23, 1.14], [3.85, -1.06, 1.91]],
  "mulliken_charge": [-1.2271, -0.2458, 0.6874, 0.7149, -0.7808, -0.4179, -0.6260, -0.8003, -0.3909, -0.1063, 0.3430, 0.3403, 0.4959, 0.4608, 0.2425, 0.4041, 0.2568, 0.2891, 0.3631, -0.4392, -1.0321, 0.5441, -0.6412, -0.3249, 0.3108, 0.2865, 0.3004, 0.2827, 0.2012, 0.1785, 0.3304]
}

---

Version three
{
  "formula": "C12H16N2O",
  "method": "ωB97M-V/def2-TZVPD",
  "gap_ev": 9.16,
  "smiles": "CCc1c[nH]cn1.Cc1ccc(O)cc1",
  "homo_energy_ev": -8.34,
  "symbols": ["C", "C", "C", "C", "C", "N", "N", "H", "H", "H", "H", "H", "H", "H", "H", "C", "C", "C", "C", "C", "C", "C", "O", "H", "H", "H", "H", "H", "H", "H", "H"],
  "coordinates": [[-1.19, -1.48, -1.00], [-2.16, -2.64, -1.30], [-1.28, -0.44, -2.06], [-1.78, 0.84, -1.98], [-1.09, 0.42, -4.02], [-0.92, -0.70, -3.35], [-1.67, 1.36, -3.24], [-1.35, -1.15, 0.02], [-0.16, -1.81, -1.11], [-1.73, -3.20, -2.13], [-2.00, 1.40, -1.08], [-0.87, 0.59, -5.06], [-1.75, 2.32, -3.52], [-3.11, -2.24, -1.67], [-2.37, -3.32, -0.48], [-0.41, 1.32, 3.50], [0.54, 0.77, 1.21], [0.70, 0.91, 2.57], [1.55, 0.42, 0.34], [1.96, 0.60, 3.03], [2.82, 0.07, 0.84], [3.03, 0.22, 2.22], [3.68, -0.38, -0.10], [-0.40, 1.09, 0.74], [1.39, 0.58, -0.72], [-0.16, 1.06, 4.52], [-1.38, 0.85, 3.31], [2.16, 0.79, 4.08], [4.02, 0.13, 2.65], [4.46, -0.78, 0.26], [-0.53, 2.41, 3.56]],
  "mulliken_charge": [0.1785, -1.3646, 0.2921, -0.4778, -0.3571, -0.6632, -0.0840, 0.1698, 0.2342, 0.3274, 0.4238, 0.4440, 0.2163, 0.3205, 0.3816, -1.3885, 0.3255, -0.0192, -0.5267, -0.3110, 0.5333, -0.7951, -0.5170, 0.2704, 0.4504, 0.3699, 0.3326, 0.3152, 0.3248, 0.3041, 0.2897]
}

---

Which one sits at the top of the stability order? version two does.

---

Version one
{
  "formula": "C5H17N2O",
  "method": "ωB97M-V/def2-TZVPD",
  "charge": 2,
  "s2": 0.75,
  "gap_ev": [12.36, 7.57],
  "spin_multiplicity": 2,
  "homo_energy_ev": [-19.15, -19.16],
  "symbols": ["C", "N", "C", "C", "C", "N", "C", "H", "H", "H", "H", "H", "H", "H", "H", "H", "H", "H", "H", "H", "H", "H", "H", "H", "O"],
  "coordinates": [[-0.56, -0.02, -1.15], [-0.68, 1.21, -0.42], [-1.90, 1.68, 0.13], [-2.29, 3.12, -0.27], [0.23, -1.18, -0.49], [1.30, -0.72, 0.45], [2.54, -0.16, -0.15], [-1.56, -0.38, -1.38], [-0.17, 0.17, -2.16], [-0.07, 2.00, -0.64], [-2.69, 0.94, 0.02], [-1.80, 1.64, 1.25], [-2.80, 3.58, 0.58], [-2.87, 3.12, -1.19], [-1.40, 3.73, -0.37], [0.64, -1.81, -1.26], [-0.39, -1.84, 0.11], [1.53, -1.57, 0.99], [0.89, -0.12, 1.17], [2.47, 0.92, -0.29], [2.71, -0.59, -1.13], [3.40, -0.41, 0.48], [1.66, -3.68, 1.14], [0.59, -4.04, 2.10], [0.84, -3.30, 1.51]],
  "mulliken_charge": [-0.5923, 0.0538, -0.2622, -1.1592, -0.7904, -0.0999, -0.8207, 0.4201, 0.4345, 0.3334, 0.4129, 0.3264, 0.3587, 0.3370, 0.3864, 0.4141, 0.4637, 0.3627, 0.3947, 0.3058, 0.3535, 0.3892, 0.3279, 0.3221, -0.6721]
}

---

Version two
{
  "formula": "C5H17N2O",
  "method": "ωB97M-V/def2-TZVPD",
  "charge": 2,
  "s2": 0.75,
  "gap_ev": [10.78, 5.57],
  "spin_multiplicity": 2,
  "homo_energy_ev": [-17.64, -17.64],
  "symbols": ["C", "C", "C", "C", "N", "C", "N", "H", "H", "H", "H", "H", "H", "H", "H", "H", "H", "H", "H", "H", "H", "H", "H", "H", "O"],
  "coordinates": [[-2.29, 0.10, 0.15], [-1.15, 1.15, 0.13], [0.27, 0.73, 0.28], [0.72, -0.41, -0.69], [0.37, -0.08, -2.01], [1.56, 0.61, -2.64], [-2.10, -0.92, 1.24], [-2.17, -0.41, -0.85], [-3.23, 0.49, 0.24], [-1.35, 1.85, -0.67], [-1.29, 1.65, 1.07], [0.59, 0.29, 1.35], [1.00, 1.50, 0.15], [0.23, -1.39, -0.39], [1.80, -0.75, -0.53], [0.23, -0.93, -2.64], [1.15, 1.19, -3.50], [2.42, -0.06, -2.86], [1.95, 1.39, -2.04], [-2.14, -0.51, 2.19], [-1.10, -1.19, 1.23], [-2.65, -1.83, 1.19], [3.00, -0.55, 2.72], [2.17, -1.31, 3.76], [2.02, -0.60, 3.13]],
  "mulliken_charge": [-0.7126, -0.5342, -0.6445, -0.6341, 0.0576, -0.8450, -0.2723, 0.3085, 0.4832, 0.3807, 0.3596, 0.3040, 0.4867, 0.3436, 0.3664, 0.3827, 0.3552, 0.3869, 0.3861, 0.3989, 0.2351, 0.3990, 0.3452, 0.3303, -0.6671]
}

---

Which one sits at the top of the stability order? version one does.

---

Version one
{
  "formula": "C6H13OP",
  "method": "ωB97M-V/def2-TZVPD",
  "gap_ev": 8.09,
  "homo_energy_ev": -8.54,
  "symbols": ["C", "C", "C", "C", "C", "C", "O", "P", "H", "H", "H", "H", "H", "H", "H", "H", "H", "H", "H", "H", "H"],
  "coordinates": [[-0.23, -0.07, 0.75], [-1.89, 0.21, -1.06], [-0.67, -2.00, -0.63], [0.37, 0.13, -1.81], [1.73, 0.83, 2.78], [-0.54, -0.49, -0.70], [0.08, 2.18, 1.08], [1.08, 1.04, 1.09], [-2.10, 1.20, -0.78], [-2.67, -0.44, -0.51], [-2.02, 0.07, -2.06], [-0.36, -2.33, -1.56], [-0.19, -2.57, 0.22], [-1.82, -2.24, -0.55], [0.05, -0.35, -2.65], [1.38, -0.22, -1.68], [0.24, 1.32, -1.93], [2.40, 1.49, 3.15], [2.19, -0.07, 3.08], [0.82, 1.06, 3.48], [2.16, 1.21, 0.29]],
  "mulliken_charge": [-0.9845, -1.7209, -1.3175, -2.0341, -1.1731, 2.2948, -0.6292, 0.7581, 0.3477, 0.3711, 0.4896, 0.4243, 0.2846, 0.2622, 0.7167, 0.5081, 0.2566, 0.4431, 0.3791, 0.2847, 0.0384]
}

---

Version two
{
  "formula": "C6H13OP",
  "method": "ωB97M-V/def2-TZVPD",
  "gap_ev": 8.71,
  "smiles": "C[C@@H]1C[C@H]1C.CP=O",
  "homo_energy_ev": -9.14,
  "symbols": ["C", "C", "C", "C", "C", "C", "O", "P", "H", "H", "H", "H", "H", "H", "H", "H", "H", "H", "H", "H", "H"],
  "coordinates": [[-0.69, 0.31, -1.12], [0.53, -0.46, -0.82], [0.66, 1.05, -1.06], [0.94, -1.61, -1.78], [0.87, 2.21, -0.18], [-1.76, -1.08, 2.36], [0.50, -0.25, 3.40], [-0.61, 0.36, 2.72], [-0.98, 0.17, -2.14], [-1.55, 0.45, -0.38], [0.68, -0.79, 0.21], [1.01, 1.42, -2.06], [0.65, -1.53, -2.89], [0.68, -2.53, -1.37], [1.97, -1.59, -1.98], [0.05, 2.88, -0.27], [1.80, 2.71, -0.34], [1.02, 2.00, 0.85], [-2.09, -1.37, 3.31], [-2.44, -0.55, 1.71], [-1.22, -1.82, 1.84]],
  "mulliken_charge": [-0.5877, 0.4684, 0.2979, -1.6851, -1.4874, -0.9604, -0.4213, 0.4403, 0.2746, 0.0869, 0.2577, 0.2457, 0.2817, 0.4296, 0.3889, 0.3123, 0.4059, 0.2921, 0.3936, 0.3056, 0.2608]
}

---

Which one sits at the top of the stability order? version two does.

---

Version one
{
  "formula": "C4H7ClFN",
  "method": "ωB97M-V/def2-TZVPD",
  "gap_ev": 9.62,
  "smiles": "F[C@@H](Cl)[C@@H]1CCN1",
  "homo_energy_ev": -8.71,
  "symbols": ["C", "C", "C", "C", "H", "H", "H", "H", "H", "H", "H", "N", "F", "Cl"],
  "coordinates": [[-0.72, 0.13, -0.52], [-0.17, -1.02, 0.25], [-0.37, -1.17, 1.72], [0.83, -0.27, 1.94], [-1.91, 0.04, -0.69], [-0.14, -2.02, -0.19], [-0.45, -2.32, 1.90], [-1.28, -0.80, 2.24], [0.76, 0.83, 2.19], [1.75, -0.53, 2.53], [1.36, 0.66, 0.07], [1.26, -0.37, 0.56], [-0.46, 1.33, 0.24], [-0.14, 0.51, -2.03]],
  "mulliken_charge": [-0.2298, 0.2978, -0.5902, -0.2756, 0.2786, 0.3788, 0.2608, 0.2287, 0.2210, 0.2166, 0.3256, -0.7149, -0.2960, -0.1014]
}

---

Version two
{
  "formula": "C4H7ClFN",
  "method": "ωB97M-V/def2-TZVPD",
  "gap_ev": 10.03,
  "smiles": "F[C@@H](Cl)[C@@H]1CCN1",
  "homo_energy_ev": -9.11,
  "symbols": ["C", "C", "C", "C", "H", "H", "H", "H", "H", "H", "H", "N", "F", "Cl"],
  "coordinates": [[-0.04, -0.46, 0.51], [0.38, 0.91, -0.12], [-0.30, 0.75, -1.46], [1.11, 0.16, -1.92], [0.17, -1.19, -0.28], [-0.02, 1.67, 0.55], [-1.11, 0.01, -1.36], [-0.37, 1.83, -1.88], [1.01, -0.95, -1.88], [1.68, 0.29, -2.99], [2.32, 0.26, -0.09], [1.61, 0.81, -0.68], [0.69, -0.51, 1.62], [-1.65, -0.66, 0.94]],
  "mulliken_charge": [0.2761, -0.2818, -0.4061, -0.4481, 0.1254, 0.3648, 0.2409, 0.2623, 0.2329, 0.2355, 0.3034, -0.4530, -0.2706, -0.1817]
}

---

Which one sits at the top of the stability order? version two does.